Entry 1:
ORCA calculation (the ωB97M-V functional and the def2-TZVPD basis) on a structure of composition C66H57F4N2P3SiTi.

Last column: Löwdin charge in e.
Cartesian coordinates (Å):
Ti  0.580  0.117  0.018  0.734
P  -0.992  2.944  0.493  1.105
P  -0.170  -2.202  -1.434  1.102
P  2.171  1.171  -1.857  1.124
Si  -1.021  0.805  -1.991  0.660
F  2.070  -1.753  0.868  -0.022
F  4.090  2.006  2.268  0.089
F  6.252  1.674  1.084  0.112
F  2.988  -2.385  -1.343  0.038
N  1.653  0.955  1.407  -0.133
N  -0.342  -0.528  2.215  -0.189
C  -2.060  2.385  -1.989  -0.290
C  0.849  6.676  0.595  -0.060
C  -2.855  -0.688  2.839  -0.047
C  4.083  0.944  1.424  -0.142
C  3.352  -0.236  -2.132  -0.119
C  -0.430  -3.517  -0.191  -0.365
C  5.273  4.387  -0.776  -0.040
C  4.140  4.210  -0.001  -0.045
C  -1.507  3.711  3.194  -0.120
C  3.890  -0.571  -3.332  -0.039
C  -3.631  3.383  4.272  -0.059
C  -0.491  0.991  -4.830  -0.086
C  -2.305  3.792  4.322  -0.055
C  3.217  3.231  -0.337  -0.107
C  0.731  -3.028  -2.798  -0.335
C  0.200  1.430  -5.944  -0.037
C  -3.496  -0.428  -2.922  -0.074
C  0.973  -4.397  -2.826  -0.073
C  3.423  2.424  -1.452  -0.314
C  -3.349  2.806  1.956  -0.105
C  -0.190  -1.966  4.346  -0.049
C  1.354  6.746  -0.693  -0.064
C  -1.696  -3.813  0.313  -0.109
C  -3.001  4.317  -0.847  -0.073
C  -2.176  3.186  -0.857  -0.404
C  1.605  -4.974  -3.918  -0.053
C  1.407  1.470  -3.458  -0.380
C  1.164  5.680  -1.561  -0.066
C  5.705  -2.265  -1.353  0.084
C  -2.223  -0.610  -2.369  -0.283
C  2.094  1.955  -4.573  -0.083
C  3.485  -1.139  -0.927  -0.367
C  0.157  5.550  1.021  -0.069
C  -3.594  3.896  -3.125  -0.046
C  4.900  -1.430  -0.429  -0.178
C  0.073  1.042  -3.550  -0.302
C  -3.723  4.660  -1.969  -0.043
C  -4.146  2.881  3.089  -0.065
C  -2.020  3.238  1.982  -0.372
C  1.101  -2.255  -3.897  -0.098
C  2.877  0.442  1.084  -0.239
C  -0.133  0.712  2.999  -0.167
C  0.509  -5.176  1.295  -0.057
C  0.206  -1.732  2.891  -0.198
C  -2.540  -3.010  -2.639  -0.082
C  -2.776  2.784  -3.131  -0.097
C  2.536  -0.647  0.122  -0.348
C  5.629  -2.376  -2.712  -0.010
C  -1.787  -1.925  -2.194  -0.388
C  0.493  4.553  -1.130  -0.123
C  5.764  -0.249  -0.057  0.042
C  1.232  1.381  2.717  -0.149
C  -3.782  -2.800  -3.205  -0.046
C  -0.756  -5.450  1.800  -0.057
C  5.499  3.573  -1.879  -0.050
C  4.836  -1.596  -3.564  0.079
C  4.586  2.586  -2.209  -0.085
C  -0.012  4.464  0.170  -0.346
C  -4.269  -1.503  -3.324  -0.046
C  -1.855  -4.767  1.308  -0.056
C  -1.760  -0.655  1.780  -0.231
C  0.672  -4.213  0.316  -0.128
C  1.988  -4.196  -4.999  -0.064
C  1.724  -2.832  -4.989  -0.074
C  5.373  0.705  0.794  -0.200
C  1.484  1.950  -5.813  -0.046
H  3.969  4.825  0.870  0.123
H  -3.821  -0.610  2.344  0.089
H  -4.375  -3.640  -3.541  0.116
H  -1.958  0.214  1.126  0.083
H  -1.824  -1.553  1.150  0.086
H  -5.175  2.554  3.043  0.115
H  -3.896  0.569  -3.039  0.092
H  0.970  7.510  1.270  0.112
H  -1.490  0.597  -4.956  0.107
H  -0.934  1.387  2.718  0.054
H  0.333  3.737  -1.836  0.093
H  1.291  -1.669  2.846  0.112
H  1.874  7.633  -1.025  0.112
H  -2.842  -4.981  1.690  0.115
H  -2.856  -1.614  3.406  0.066
H  1.991  1.107  3.457  0.133
H  -2.161  -4.021  -2.534  0.119
H  4.739  -2.042  0.476  0.189
H  3.097  2.344  -4.477  0.100
H  1.113  2.470  2.765  0.106
H  4.804  1.940  -3.048  0.094
H  5.055  -1.746  -4.616  0.137
H  0.235  -2.919  4.661  0.088
H  1.662  -4.012  -0.064  0.097
H  6.392  3.697  -2.474  0.115
H  -0.257  0.535  4.071  0.122
H  -0.468  3.992  3.281  0.092
H  0.882  -1.195  -3.917  0.079
H  6.510  -2.815  -0.878  0.149
H  3.566  -0.031  -4.216  0.110
H  2.461  -4.652  -5.856  0.111
H  1.780  -6.040  -3.928  0.114
H  -4.365  5.529  -1.960  0.116
H  -0.883  -6.201  2.566  0.115
H  -0.269  5.561  2.011  0.086
H  1.536  5.730  -2.574  0.113
H  -2.775  0.150  3.531  0.077
H  -5.250  -1.333  -3.744  0.115
H  1.978  -2.222  -5.844  0.110
H  5.994  5.148  -0.511  0.119
H  -4.127  4.178  -4.022  0.115
H  2.343  3.083  0.284  0.087
H  -2.570  -3.295  -0.062  0.106
H  0.666  -5.029  -2.006  0.101
H  6.768  -0.170  -0.449  0.136
H  -1.890  4.174  5.244  0.114
H  0.215  -1.209  5.015  0.074
H  -2.693  2.221  -4.047  0.089
H  -0.266  1.389  -6.919  0.119
H  -1.261  -2.021  4.504  0.060
H  -3.778  2.418  1.041  0.108
H  -3.060  4.938  0.038  0.120
H  1.369  -5.712  1.669  0.115
H  6.324  -3.046  -3.198  0.127
H  -0.080  -2.591  2.279  0.092
H  -4.254  3.453  5.152  0.114
H  2.007  2.335  -6.677  0.117

Properties
energy: -142061.349 eV
spin multiplicity: 1
net charge: +2

=====

Entry 2:
ORCA calculation (the ωB97M-V functional and the def2-TZVPD basis) on a cluster of 13 separate species, C66H73F9N4O4 in total.

Last column: Löwdin charge in e.
Cartesian coordinates (Å):
F  -6.917  0.139  0.106  0.078
F  5.911  0.878  3.678  0.079
F  0.875  4.494  -1.549  0.037
F  5.663  -3.287  0.352  0.061
F  4.462  1.686  -3.905  0.046
F  -3.194  1.390  -2.854  0.021
F  -1.574  -3.711  -2.365  -0.014
F  -3.796  -5.133  2.917  0.045
F  -0.553  -1.983  -5.987  0.073
O  -0.169  4.862  -5.291  0.015
O  1.627  2.284  6.425  -0.007
O  -0.233  0.942  2.229  -0.047
O  -2.410  -1.208  5.226  0.024
N  -3.605  -0.385  3.453  -0.168
N  2.067  0.053  6.123  -0.194
N  -0.380  0.414  -0.001  -0.153
N  -0.599  2.667  -5.723  -0.178
C  0.693  -1.630  -4.010  -0.032
C  -6.544  -1.971  0.995  -0.048
C  -2.250  -5.397  1.182  -0.028
C  5.440  1.582  -1.853  -0.025
C  3.630  1.331  3.469  -0.023
C  -4.663  -2.453  -0.997  -0.058
C  3.071  2.336  -0.594  -0.092
C  1.822  -1.641  -6.133  0.004
C  4.068  -1.597  0.295  0.008
C  -1.021  -5.122  0.581  -0.060
C  2.349  1.298  6.592  -0.325
C  -3.116  3.771  -2.980  -0.019
C  -0.263  0.746  -1.380  -0.049
C  -3.434  2.608  -0.890  -0.020
C  -0.154  2.207  -4.403  -0.032
C  -3.398  4.970  -0.967  -0.099
C  -4.992  -3.458  -0.104  -0.090
C  -3.205  2.620  -2.234  -0.267
C  2.913  -1.099  6.406  -0.048
C  -1.727  -7.615  -3.732  -0.109
C  -2.870  -5.680  -2.849  0.005
C  -3.246  4.964  -2.344  -0.064
C  4.940  1.762  3.481  -0.307
C  2.279  -1.664  1.902  -0.101
C  0.819  -0.249  5.491  -0.055
C  -4.694  -1.343  3.616  -0.026
C  4.273  1.739  -2.566  -0.286
C  4.529  -2.797  0.872  -0.272
C  4.187  4.016  3.028  -0.079
C  -0.541  -6.948  -3.656  -0.088
C  -0.452  -5.619  -3.253  -0.032
C  2.398  5.663  -0.174  -0.021
C  3.026  -1.365  -4.061  -0.120
C  1.112  5.213  -0.410  -0.280
C  -2.860  -6.984  -3.322  -0.099
C  5.222  3.128  3.348  -0.012
C  2.898  -1.041  0.799  -0.058
C  -0.177  -4.257  1.252  -0.083
C  2.589  6.454  0.918  -0.101
C  -3.453  3.808  -0.189  -0.057
C  2.759  -2.847  2.428  -0.120
C  -1.617  -5.005  -2.916  -0.252
C  -0.057  1.211  1.019  -0.296
C  1.550  6.807  1.788  -0.095
C  1.880  -1.396  -3.342  -0.091
C  0.613  -1.740  -5.396  -0.291
C  -2.576  -4.840  2.407  -0.295
C  3.010  -1.481  -5.404  -0.092
C  5.407  1.763  -0.484  -0.055
C  0.305  6.305  1.549  -0.091
C  2.881  3.576  2.987  -0.085
C  -0.901  -0.862  0.306  -0.034
C  0.066  5.529  0.422  -0.013
C  -5.866  -3.190  0.934  -0.079
C  2.625  2.249  3.207  -0.079
C  -0.555  -3.643  2.457  -0.062
C  -2.611  -0.392  4.372  -0.355
C  -5.270  -1.173  -0.865  0.004
C  -6.240  -1.004  0.112  -0.333
C  3.083  2.109  -1.970  0.003
C  -1.802  -3.935  3.050  0.007
C  3.898  -3.391  1.948  -0.023
C  -0.825  1.649  -6.705  -0.061
C  -0.556  3.967  -6.017  -0.370
C  4.210  2.127  0.129  -0.085
C  -3.816  0.725  2.562  -0.071
H  -7.292  -1.722  1.675  0.109
H  -0.939  5.102  0.214  0.108
H  -3.777  -5.115  -2.598  0.112
H  2.264  -3.254  3.284  0.103
H  -2.979  -6.081  0.746  0.118
H  0.287  0.676  5.450  0.076
H  -0.023  0.899  -6.800  0.087
H  -3.260  5.859  -2.928  0.113
H  -2.969  1.384  2.612  0.060
H  2.602  -0.071  0.476  0.074
H  -2.851  3.707  -4.037  0.121
H  -6.169  -3.941  1.677  0.121
H  4.502  5.053  2.848  0.107
H  2.061  4.266  2.887  0.098
H  -3.770  -7.564  -3.443  0.111
H  0.537  0.250  -1.847  0.046
H  -0.409  2.987  -3.698  0.065
H  -0.901  2.125  -7.669  0.076
H  -1.130  0.494  -1.926  0.068
H  -0.530  6.446  2.210  0.106
H  0.020  -2.917  2.980  0.073
H  -2.019  0.540  4.118  0.132
H  4.196  2.258  1.181  0.051
H  0.529  -5.076  -3.133  0.145
H  1.404  -1.190  2.345  0.076
H  -1.936  -0.888  0.057  0.082
H  -3.379  5.924  -0.498  0.095
H  0.923  2.192  -4.329  0.087
H  1.610  1.874  3.225  0.089
H  4.689  -1.131  -0.499  0.121
H  2.197  2.308  -2.563  0.093
H  -5.055  -0.335  -1.525  0.107
H  0.969  -0.559  4.481  0.061
H  -3.442  3.916  0.887  0.109
H  3.210  5.270  -0.836  0.141
H  0.378  -7.446  -3.893  0.104
H  -0.460  -1.612  -0.359  0.099
H  -0.832  -5.475  -0.444  0.098
H  4.407  -4.269  2.358  0.130
H  -0.689  1.316  -4.119  0.076
H  -0.863  4.208  -7.067  0.141
H  6.330  1.643  0.089  0.118
H  -0.797  -1.111  1.344  0.069
H  -3.574  1.706  -0.381  0.079
H  2.175  2.624  -0.110  0.071
H  -3.950  0.453  1.498  0.069
H  0.781  -3.970  0.860  0.090
H  1.804  -1.860  -7.196  0.113
H  0.181  -0.970  6.022  0.098
H  6.261  3.452  3.374  0.116
H  3.437  0.286  3.673  0.105
H  1.855  -1.195  -2.275  0.093
H  -4.776  -1.842  2.662  0.054
H  1.811  7.470  2.622  0.116
H  0.252  2.203  0.659  0.127
H  3.903  -1.473  -6.017  0.111
H  3.367  1.366  7.031  0.138
H  -1.746  -8.678  -4.035  0.122
H  -4.442  -4.384  -0.096  0.078
H  -0.229  1.826  -1.511  0.092
H  -2.091  -3.459  3.972  0.107
H  -5.678  -0.883  3.828  0.103
H  3.674  -0.847  7.132  0.082
H  3.385  -1.504  5.527  0.069
H  6.350  1.329  -2.402  0.126
H  4.016  -1.089  -3.664  0.116
H  -1.776  1.107  -6.509  0.102
H  -4.720  1.381  2.805  0.116
H  3.571  6.821  1.149  0.102
H  2.235  -1.870  6.805  0.094
H  -4.442  -1.993  4.421  0.076
H  -3.995  -2.650  -1.838  0.093
H  -0.251  -1.805  -3.475  0.111

Properties
energy: -108232.682 eV
spin multiplicity: 1

=====

Values of HOMO-LUMO gap, in order: 3.95; 9.49, all in eV.
Values of strongest force on any atom, in order: 0.6; 3.3, all in eV Å⁻¹.